[1]
Here is C54H39F7O8Pd as an isolated structure at a distorted geometry from the Open Molecules 2025 dataset. Energies are from the ωB97M-V functional and the def2-TZVPD basis.

Calculated values
**Orbital gap (alpha / beta)**: 5.51 / 4.65 eV
**HOMO (alpha / beta)**: -2.12 / -2.12 eV
**Charge**: -2
**Multiplicity**: 3

CARTESIAN COORDINATES (ANGSTROEM)
1 Pd 1.65754 -1.16658 -1.67716
2 C 0.36578 -1.74057 2.39306
3 C 0.64277 -1.31505 1.01391
4 C 0.46180 0.21205 0.60849
5 O 0.62439 0.36956 -0.59717
6 C 0.35229 1.16829 1.71736
7 C 0.27556 0.69778 2.99903
8 C 0.21230 -0.79091 3.36821
9 O 0.02096 -1.26928 4.56060
10 O 0.22500 1.59678 3.89677
11 O 0.98148 -2.07778 0.11117
12 H 0.26418 -2.76674 2.71409
13 H 0.24311 2.18424 1.36761
14 C 0.96208 8.27332 0.15540
15 C 1.07119 8.48404 -1.27743
16 C 0.50018 7.32741 -2.24669
17 O 0.40772 7.62609 -3.43656
18 C -0.01025 6.02459 -1.62668
19 C 0.03299 5.95622 -0.26347
20 C 0.44014 7.11358 0.63409
21 O 0.44636 7.04789 1.92993
22 O -0.40102 4.84533 0.25897
23 O 1.61153 9.51330 -1.80150
24 H 1.12386 9.12577 0.79849
25 H -0.18388 5.13611 -2.21562
26 F 0.75796 0.31679 -3.29315
27 C -0.15572 1.08036 -3.96373
28 C -1.03943 1.88594 -3.30101
29 C -1.96942 2.69494 -3.93893
30 C -1.98903 2.65595 -5.34395
31 C -1.07270 1.91018 -6.04324
32 C -0.19715 1.05194 -5.36543
33 H -1.10643 1.96044 -2.22566
34 H -2.73899 3.25892 -3.43287
35 H -2.76800 3.26825 -5.77372
36 H -0.95246 1.94102 -7.11609
37 H 0.40340 0.40082 -5.98332
38 F 3.49839 -0.74828 -0.33171
39 C 4.57672 -1.44668 0.13699
40 C 5.52805 -1.89165 -0.71827
41 C 6.62891 -2.53062 -0.23006
42 C 6.80117 -2.64188 1.16929
43 C 5.85872 -2.10190 2.04746
44 C 4.68102 -1.56475 1.51291
45 H 5.51639 -1.80141 -1.79443
46 H 7.36948 -2.89020 -0.92910
47 H 7.65197 -3.07430 1.67482
48 H 5.88996 -2.07407 3.12665
49 H 3.92684 -1.13062 2.15257
50 F 1.60811 -8.05015 4.09056
51 C 1.25647 -7.05106 3.30068
52 C 2.15157 -5.96747 2.98555
53 C 1.74887 -5.05810 2.02482
54 C 0.53707 -5.20304 1.36087
55 C -0.34802 -6.28044 1.66276
56 C 0.03411 -7.19498 2.61036
57 H 3.17973 -5.89301 3.30764
58 H 2.40479 -4.23904 1.76924
59 H 0.25689 -4.48641 0.60302
60 H -1.22852 -6.45328 1.06174
61 H -0.59289 -8.04895 2.82013
62 F -0.24233 -1.84312 -2.38401
63 C -1.29478 -2.67088 -2.21944
64 C -1.00552 -4.07143 -2.12888
65 C -2.00231 -4.98206 -1.91873
66 C -3.33720 -4.46856 -1.74787
67 C -3.63435 -3.11576 -1.92947
68 C -2.63429 -2.20161 -2.25512
69 H -0.04586 -4.56312 -2.18977
70 H -1.75933 -6.03409 -1.94278
71 H -4.17233 -5.11892 -1.53345
72 H -4.59783 -2.63074 -1.98311
73 H -2.77906 -1.15222 -2.46541
74 F 1.61391 4.09851 1.97127
75 C 2.87655 4.21735 1.53395
76 C 3.55392 3.11711 1.05344
77 C 4.86795 3.20119 0.77044
78 C 5.52060 4.46394 0.76747
79 C 4.83031 5.64284 1.13558
80 C 3.54450 5.43212 1.64506
81 H 3.03826 2.18454 0.87792
82 H 5.37086 2.25998 0.60433
83 H 6.53789 4.59009 0.42744
84 H 5.19842 6.64460 0.97014
85 H 2.90035 6.23052 1.98274
86 F -4.18784 -5.66199 1.26146
87 C -4.24965 -4.35800 1.74815
88 C -3.18177 -3.65430 2.25378
89 C -3.33382 -2.33202 2.65001
90 C -4.57966 -1.74804 2.59266
91 C -5.70182 -2.47452 2.15420
92 C -5.49881 -3.76634 1.65903
93 H -2.24989 -4.19043 2.35664
94 H -2.51516 -1.72582 3.00878
95 H -4.83866 -0.74926 2.91165
96 H -6.58910 -1.87410 2.01771
97 H -6.34957 -4.36432 1.36744
98 F -2.47054 2.64450 1.46233
99 C -3.22564 2.17752 0.39019
100 C -3.42380 0.81747 0.21887
101 C -4.16426 0.40503 -0.88444
102 C -4.74733 1.35747 -1.74732
103 C -4.48644 2.71096 -1.61408
104 C -3.75933 3.16104 -0.48326
105 H -3.01666 0.03922 0.84734
106 H -4.37189 -0.62879 -1.11791
107 H -5.45112 1.09657 -2.52386
108 H -4.83204 3.49940 -2.26625
109 H -3.55939 4.21029 -0.32352

Atoms 1-3, force components in eV/Å:
Pd 1.54 -0.15 0.19
C 0.63 0.42 -4.37
C -1.53 1.24 4.28

=====

[2]
Here is C54H42BaN2O6SSbTe as an isolated structure at a distorted geometry from the Open Molecules 2025 dataset. Energies are from the ωB97M-V functional and the def2-TZVPD basis.

Calculated values
**Orbital gap**: 7.14 eV
**Energy relative to the best compared isomer or geometry (same formula, charge and spin)**: 0.3682 eV
**HOMO**: -4.99 eV
**Charge**: -1

CARTESIAN COORDINATES (ANGSTROEM)
1 Ba -0.41274 -0.69938 -0.32993
2 O 2.17252 -0.03672 3.30172
3 C 1.59053 -0.01350 2.21961
4 O 0.35870 -0.07367 1.94179
5 C 2.51326 0.09331 0.96403
6 C 3.77723 0.67322 0.98171
7 C 4.49526 0.72393 -0.20359
8 C 3.96762 0.19597 -1.37998
9 C 2.71320 -0.38343 -1.32282
10 N 2.03846 -0.41690 -0.17326
11 C 1.97565 -0.96376 -2.58346
12 O 2.49220 -0.80502 -3.67534
13 O 0.83427 -1.54814 -2.33811
14 H 4.16039 1.06303 1.91479
15 H 5.48232 1.17243 -0.21547
16 H 4.49800 0.22442 -2.32219
17 C -6.34274 4.23749 1.14487
18 C -5.23473 3.31713 0.71092
19 C -5.43716 1.96416 0.51862
20 C -4.40336 1.10053 0.13447
21 C -4.68490 -0.32714 -0.13504
22 O -3.85595 -1.22729 -0.17993
23 C -6.11671 -0.73085 -0.41878
24 C -6.90988 -0.05578 -1.33752
25 C -8.19318 -0.50635 -1.62114
26 C -8.69235 -1.62794 -0.97578
27 C -7.90230 -2.30619 -0.05494
28 C -6.61555 -1.86602 0.21229
29 C -3.06993 1.59835 0.00832
30 O -2.12782 0.81309 -0.26316
31 C -2.86570 3.01417 0.13955
32 C -3.94252 3.81133 0.48456
33 C -1.51094 3.62985 -0.02074
34 N -0.44677 2.92958 -0.08511
35 C 0.84801 3.56609 -0.29317
36 C 1.10017 3.78408 -1.78847
37 Te 0.62527 2.09692 -3.00378
38 C -1.24269 2.81215 -3.62745
39 C -1.30109 3.97941 -4.39063
40 C -2.52228 4.49488 -4.80006
41 C -3.69998 3.84005 -4.45899
42 C -3.64532 2.66257 -3.72862
43 C -2.42156 2.14385 -3.31801
44 C -1.49631 5.13283 -0.11677
45 C -1.07504 5.90906 0.95762
46 C -1.01820 7.29171 0.84611
47 C -1.39210 7.90917 -0.34006
48 C -1.83323 7.13914 -1.40823
49 C -1.88619 5.75695 -1.29612
50 H -7.27770 3.68790 1.26442
51 H -6.51911 5.03378 0.41665
52 H -6.12084 4.72126 2.09962
53 H -6.42622 1.55359 0.69019
54 H -6.52042 0.82672 -1.83049
55 H -8.80307 0.02270 -2.34288
56 H -9.69350 -1.97863 -1.19425
57 H -8.28691 -3.18436 0.44867
58 H -5.98192 -2.39224 0.91460
59 H -3.77968 4.87726 0.60687
60 H 1.60034 2.88618 0.11303
61 H 0.95560 4.52893 0.21799
62 H 2.14362 4.03160 -1.97947
63 H 0.47001 4.58829 -2.16993
64 H -0.38386 4.48868 -4.66219
65 H -2.55393 5.40894 -5.38104
66 H -4.65611 4.24748 -4.76379
67 H -4.55900 2.14886 -3.45535
68 H -2.39856 1.23845 -2.72426
69 H -0.80324 5.42338 1.88772
70 H -0.68190 7.88623 1.68645
71 H -1.34219 8.98722 -0.43027
72 H -2.14430 7.61560 -2.33003
73 H -2.24153 5.15349 -2.12389
74 S -0.37643 -3.49720 0.64537
75 Sb 1.09623 -3.90818 -1.04830
76 C 3.11686 -3.34880 -0.87654
77 C 3.59209 -3.12786 0.41161
78 C 4.95242 -2.96088 0.62223
79 C 5.83770 -3.04155 -0.44439
80 C 5.36273 -3.27592 -1.72633
81 C 4.00039 -3.43003 -1.94691
82 C 0.37494 -4.33434 -2.97489
83 C 0.99503 -3.95087 -4.15929
84 C 0.49782 -4.41269 -5.36944
85 C -0.62300 -5.23206 -5.40313
86 C -1.25486 -5.58986 -4.22217
87 C -0.75071 -5.14932 -3.00558
88 C 1.61759 -5.97728 -0.66238
89 C 2.48190 -6.67107 -1.50576
90 C 2.82957 -7.98568 -1.23374
91 C 2.30847 -8.62564 -0.11500
92 C 1.43695 -7.94776 0.72249
93 C 1.09453 -6.62695 0.44850
94 H 2.90268 -3.05870 1.24709
95 H 5.31594 -2.76369 1.62278
96 H 6.90063 -2.92260 -0.27438
97 H 6.05101 -3.33567 -2.56023
98 H 3.63956 -3.58026 -2.95630
99 H 1.81883 -3.24918 -4.15627
100 H 0.98000 -4.11396 -6.29187
101 H -1.01145 -5.58035 -6.35208
102 H -2.14108 -6.21148 -4.24347
103 H -1.24483 -5.43605 -2.08313
104 H 2.88622 -6.19300 -2.39307
105 H 3.50759 -8.51288 -1.89419
106 H 2.58176 -9.65165 0.09970
107 H 1.02090 -8.44264 1.59174
108 H 0.41533 -6.09147 1.10239

Atoms 1-3, force components in eV/Å:
Ba -2.29 0.00 0.00
O -0.02 0.09 0.06
C 0.25 0.02 -0.38